DFT (ωB97M-V/def2-TZVPD) results for a cluster of 3 separate species, C20H36BF2NO10S3 in total.

Each line ends with the Löwdin charge.
Atoms and positions in Å:
C1 -2.9109 -4.9128 2.3414  -0.12
C2 -3.5292 -5.1108 0.9580  -0.25
C3 -3.4463 -3.9044 0.0102  -0.20
C4 -2.0676 -3.2256 -0.0850  -0.18
N1 -2.0310 -1.7578 0.0234  -0.23
C5 -2.6027 -1.1821 1.2577  -0.17
C6 -1.5146 -0.6268 2.1797  -0.16
C7 -0.5032 -1.6963 2.5953  -0.15
C8 0.2538 -1.4049 3.9018  -0.22
O1 0.3588 0.0019 4.2172  -0.34
S1 -0.3241 0.4182 5.6445  0.96
O2 -1.7493 0.1649 5.5198  -0.38
O3 -0.0925 1.9863 5.4938  -0.15
B1 -1.1390 2.8067 4.9744  -0.64
O4 -1.9728 3.3370 5.9202  0.18
C9 -1.2342 3.1841 3.4546  -0.12
C10 0.0964 3.1492 2.6847  -0.09
C11 -2.4558 -1.1143 -1.1636  -1.15
S2 -3.9852 -1.0085 -1.7174  0.67
S3 -1.2142 -0.3101 -2.0902  0.93
C12 0.3728 -0.8908 -1.4252  -0.44
C13 1.4027 0.2498 -1.3984  -0.30
C14 2.2663 0.3214 -2.6668  -0.10
H1 -1.8199 -4.9117 2.2973  0.06
H2 -3.2301 -3.9792 2.8092  0.07
H3 -3.1907 -5.7297 3.0076  0.07
H4 -3.0963 -6.0054 0.5032  0.10
H5 -4.5903 -5.3329 1.0993  0.10
H6 -4.2104 -3.1806 0.2953  0.09
H7 -3.7375 -4.2488 -0.9835  0.10
H8 -1.6233 -3.4690 -1.0535  0.12
H9 -1.3762 -3.6226 0.6588  0.10
H10 -3.2585 -0.3592 0.9751  0.11
H11 -3.1647 -1.9391 1.8077  0.11
H12 -1.0178 0.2176 1.7025  0.12
H13 -2.0162 -0.2854 3.0874  0.10
H14 -1.0443 -2.6330 2.7547  0.09
H15 0.2149 -1.8681 1.7920  0.10
H16 1.2811 -1.7606 3.8207  0.12
H17 -0.2188 -1.9431 4.7258  0.11
H18 -2.8838 3.3467 5.6042  0.12
H19 -1.9753 2.5431 2.9671  0.11
H20 -1.6522 4.1944 3.4094  0.10
H21 0.6416 4.0836 2.8178  0.08
H22 -0.0535 3.0175 1.6142  0.06
H23 0.7344 2.3348 3.0261  0.06
H24 0.7141 -1.6853 -2.0885  0.07
H25 0.1921 -1.2862 -0.4292  0.05
H26 0.8851 1.1950 -1.2515  0.06
H27 2.0558 0.1186 -0.5328  0.10
H28 1.8265 0.9698 -3.4239  0.07
H29 3.2621 0.7074 -2.4541  0.06
H30 2.4035 -0.6737 -3.0920  0.07
C15 -1.9943 4.1151 -3.8697  -0.05
C16 -0.9448 3.1907 -4.4528  -0.31
O5 0.0938 3.2734 -3.4941  0.12
C17 -0.4664 3.5876 -2.2943  -0.56
O6 0.0781 3.4921 -1.2473  0.17
O7 -1.7408 4.0064 -2.4678  0.07
F1 -0.4840 3.6250 -5.6495  0.08
H31 -1.8216 5.1425 -4.1941  0.14
H32 -3.0150 3.8198 -4.0934  0.14
H33 -1.2556 2.1489 -4.5502  0.17
C18 7.8479 0.5261 -4.3541  -0.05
C19 7.1793 1.2304 -3.1913  -0.32
O8 5.8336 1.3047 -3.6154  0.13
C20 5.6055 0.2798 -4.4876  -0.54
O9 4.5369 -0.0766 -4.8447  0.19
O10 6.7830 -0.2734 -4.8705  0.07
F2 7.6603 2.4809 -2.9998  0.08
H34 8.1626 1.2486 -5.1088  0.14
H35 8.6871 -0.1003 -4.0666  0.14
H36 7.2250 0.6896 -2.2441  0.17

Output
Kohn-Sham gap	8.43	eV
electronic energy	-81907.5899	eV
maximum force	0.8	eV/Å
molar mass	595.514	g/mol
charge	0